No. 1
Molecular formula: C7H8FeN2O4S
Method: DFT, wB97M-V/def2-TZVPD

Each line ends with the Mulliken spin population.
Positions of all 23 atoms, in Å:
Fe (0.0011, -0.0002, -1.6212)  2.571
O (-0.0049, 2.7312, -0.6411)  0.069
C (-0.0028, 1.5826, -0.8057)  0.042
C (0.0031, -1.5827, -0.8044)  0.042
O (0.0052, -2.7315, -0.6394)  0.069
C (1.7246, 0.0030, -1.1606)  -0.003
O (2.6892, 0.0056, -0.5144)  0.029
C (-1.7300, -0.0031, -1.1532)  -0.002
O (-2.6836, -0.0046, -0.5223)  0.025
C (-0.0015, 0.6985, -3.6232)  0.060
H (-0.9217, 1.2762, -3.7823)  0.009
H (0.9165, 1.2797, -3.7824)  0.010
C (0.0012, -0.6992, -3.6233)  0.060
H (0.9213, -1.2770, -3.7819)  0.009
H (-0.9168, -1.2804, -3.7819)  0.009
N (0.0004, 1.1340, 4.0479)  0.067
C (-0.0003, 0.0006, 3.3161)  -0.012
N (0.0008, -1.1345, 4.0463)  0.067
S (-0.0021, 0.0018, 1.5912)  0.894
H (0.0003, 1.1170, 5.0555)  -0.003
H (-0.0003, 2.0138, 3.5644)  -0.005
H (0.0001, -2.0128, 3.5621)  -0.005
H (0.0002, -1.1182, 5.0540)  -0.003

- energy above the lowest of the compared OMol25 structures with the same formula, charge and spin (eV) = 3.244
- E (hartree) = -2343.085287
- 2S+1 = 5
- LUMO (alpha / beta) (eV) = -7.70 / -11.70
- HOMO (alpha / beta) (eV) = -14.38 / -17.33
- charge = +2
- expectation value of S² = 6.054


No. 2
Molecular formula: CH4N2O
Method: DFT, wB97M-V/def2-TZVPD

Each line ends with the natural charge from an NBO analysis.
Positions of all 8 atoms, in Å:
C (-0.1060, 0.4369, 0.1949)  0.300
N (-0.3234, -0.8769, 0.7353)  -0.481
N (-0.4656, -0.5873, -0.7317)  -0.467
O (1.2175, 0.8334, 0.0013)  -0.709
H (-0.6678, 1.1830, 0.6780)  0.167
H (0.5154, -1.3221, 1.0066)  0.358
H (-1.4412, -0.4430, -0.9130)  0.347
H (1.2710, 0.7759, -0.9714)  0.484

- energy above the lowest of the compared OMol25 structures with the same formula, charge and spin (eV) = 3.341
- SMILES = OC1NN1
- E (hartree) = -225.169216
- LUMO (eV) = 1.04
- HOMO (eV) = -10.00


No. 3
Molecular formula: CH4N2P
Method: DFT, wB97M-V/def2-TZVPD

Each line ends with the natural charge from an NBO analysis.
Positions of all 8 atoms, in Å:
C (0.5428, -0.4118, 0.3946)  0.402
N (-0.8495, -0.4192, -0.0958)  -0.891
N (1.2932, 0.6335, 0.1484)  -0.683
P (-2.2905, 0.0028, 0.3418)  1.033
H (1.0599, -1.3745, 0.6518)  0.258
H (2.2781, 0.4554, 0.0996)  0.439
H (0.8701, 1.4599, -0.4982)  0.464
H (-2.9042, -0.3460, -1.0421)  -0.022

- energy above the lowest of the compared OMol25 structures with the same formula, charge and spin (eV) = 0.680
- SMILES = [H]/P=N/C=[NH2+]
- E (hartree) = -491.037839
- LUMO (eV) = -5.61
- HOMO (eV) = -14.53
- charge = +1


No. 4
Molecular formula: C2S3
Method: DFT, wB97M-V/def2-TZVPD

Each line ends with the natural charge from an NBO analysis.
Positions of all 5 atoms, in Å:
C (1.5753, -0.0177, -0.0938)  -0.369
C (-0.9769, 0.0430, 0.0845)  -0.464
S (-2.6026, -0.0045, -0.0299)  0.197
S (0.3443, 1.2780, 0.0163)  0.313
S (0.4566, -1.3000, 0.0137)  0.323

- energy above the lowest of the compared OMol25 structures with the same formula, charge and spin (eV) = 1.179
- SMILES = S=C1S2#S1=C=2
- E (hartree) = -1270.646920
- LUMO (eV) = -1.83
- HOMO (eV) = -9.56


No. 5
Molecular formula: C3H12NO3
Method: DFT, wB97M-V/def2-TZVPD

Each line ends with the natural charge from an NBO analysis.
Positions of all 19 atoms, in Å:
C (0.8519, 0.5778, 1.7894)  -0.221
C (0.2004, 1.5129, 0.7740)  -0.444
C (0.0350, 0.9162, -0.6543)  -0.019
O (-0.2745, -0.4197, -0.6654)  -0.961
N (-0.0089, -0.5465, 2.1759)  -0.862
H (1.0390, 1.1722, 2.6876)  0.164
H (1.7266, 0.1187, 1.3466)  0.183
H (-0.8274, 1.7199, 1.1196)  0.172
H (0.6018, 2.5289, 0.6403)  0.178
H (0.9736, 1.1386, -1.2009)  0.102
H (-0.7603, 1.5163, -1.1429)  0.119
H (-0.4252, -0.8584, 1.2867)  0.407
H (-0.7895, -0.2044, 2.7335)  0.322
H (-1.6350, -0.9777, -1.2539)  0.516
H (-2.2561, -1.9934, -2.3277)  0.447
O (-2.4968, -1.3947, -1.6081)  -1.033
H (2.1266, -1.6038, -1.9113)  0.437
H (0.6705, -1.3179, -1.5861)  0.511
O (1.2484, -1.8850, -2.2031)  -1.019

- energy above the lowest of the compared OMol25 structures with the same formula, charge and spin (eV) = 0.187
- E (hartree) = -402.008783
- LUMO (eV) = 4.02
- HOMO (eV) = -4.21
- charge = -1


No. 6
Molecular formula: C2H5BO
Method: DFT, wB97M-V/def2-TZVPD

Each line ends with the natural charge from an NBO analysis.
Positions of all 9 atoms, in Å:
B (-1.4613, -0.2291, -0.2910)  0.111
C (0.0317, 0.0466, -0.1119)  0.441
C (1.2903, 0.3716, 0.4294)  -0.723
O (-0.2988, -0.7548, -1.1105)  -0.505
H (-2.1559, -1.1560, 0.1576)  -0.050
H (-2.1614, 0.6048, -0.8994)  -0.060
H (1.5016, -0.6353, 0.7486)  0.284
H (2.0592, 0.6842, -0.1691)  0.256
H (1.1946, 1.0681, 1.2463)  0.246

- energy above the lowest of the compared OMol25 structures with the same formula, charge and spin (eV) = 3.235
- E (hartree) = -179.215496
- LUMO (eV) = 0.09
- HOMO (eV) = -9.83


No. 7
Molecular formula: C18H42NO10P2
Method: DFT, wB97M-V/def2-TZVPD

Each line ends with the Löwdin charge.
Positions of all 73 atoms, in Å:
C (5.8388, -2.1812, 5.1108)  -0.130
C (4.9310, -1.6891, 6.2366)  -0.274
C (3.7094, -0.8912, 5.7692)  -0.203
C (2.9225, -1.4828, 4.5815)  -0.261
N (2.8897, -2.9413, 4.5273)  -0.069
C (2.1967, -3.5100, 5.6890)  -0.164
C (0.7050, -3.0942, 5.8119)  -0.749
O (0.1315, -2.7032, 4.7668)  -0.091
O (0.2134, -3.2232, 6.9490)  -0.086
H (5.9932, -1.4276, 4.3343)  0.066
H (5.4496, -3.0785, 4.6358)  0.056
H (6.8256, -2.4275, 5.5162)  0.056
H (4.6702, -2.5105, 6.9031)  0.088
H (5.5365, -1.0086, 6.8488)  0.091
H (3.0051, -0.7322, 6.5883)  0.105
H (4.0834, 0.0875, 5.4520)  0.098
H (1.9173, -1.0446, 4.5804)  0.095
H (3.4122, -1.1262, 3.6670)  0.102
H (2.2739, -3.1678, 3.7517)  0.091
H (2.1755, -4.5959, 5.5418)  0.107
H (2.7207, -3.3402, 6.6264)  0.087
O (0.7973, 0.2805, -1.4033)  -0.224
P (2.0178, -0.4537, -1.0388)  0.440
O (2.1973, -1.7574, -1.9708)  -0.172
C (1.9928, -1.6684, -3.3764)  -0.275
C (3.2208, -1.1483, -4.1012)  -0.073
O (1.7639, -1.1949, 0.3443)  -0.181
C (0.5781, -0.9716, 1.1279)  -0.253
C (-0.4668, -2.0244, 0.8380)  -0.064
O (3.5312, -0.0883, -0.6853)  -0.155
C (4.2509, 1.0037, -1.2812)  -0.262
C (3.3953, 2.2218, -1.5640)  -0.089
H (1.1241, -1.0431, -3.5957)  0.093
H (1.7626, -2.6787, -3.7161)  0.119
H (3.3909, -0.0932, -3.8710)  0.059
H (3.1002, -1.2395, -5.1816)  0.076
H (4.1082, -1.7044, -3.7967)  0.083
H (0.1876, 0.0324, 0.9629)  0.106
H (0.8787, -1.0332, 2.1740)  0.109
H (-0.6612, -2.1005, -0.2345)  0.067
H (-1.3989, -1.7896, 1.3510)  0.082
H (-0.1230, -3.0010, 1.1787)  0.080
H (4.7452, 0.6550, -2.1922)  0.102
H (5.0405, 1.2631, -0.5768)  0.118
H (2.6116, 2.0016, -2.2923)  0.063
H (4.0092, 3.0299, -1.9625)  0.079
H (2.9074, 2.5685, -0.6524)  0.088
O (-4.4401, 2.0989, -4.4382)  -0.224
P (-4.7064, 1.8916, -3.0082)  0.427
O (-4.1124, 3.0996, -2.1331)  -0.172
C (-4.2962, 4.4509, -2.5465)  -0.277
C (-5.6499, 4.9951, -2.1303)  -0.074
O (-3.7627, 0.7103, -2.4954)  -0.180
C (-2.9613, -0.0638, -3.3920)  -0.270
C (-1.5502, 0.4788, -3.4713)  -0.071
O (-5.9408, 1.4138, -2.1169)  -0.158
C (-7.3138, 1.7188, -2.4181)  -0.260
C (-7.6272, 1.7437, -3.9001)  -0.090
H (-4.1606, 4.5399, -3.6271)  0.110
H (-3.5027, 5.0257, -2.0694)  0.118
H (-6.4534, 4.5168, -2.6968)  0.059
H (-5.7068, 6.0691, -2.3114)  0.077
H (-5.8283, 4.8057, -1.0713)  0.085
H (-3.4265, -0.1148, -4.3770)  0.102
H (-2.9456, -1.0781, -2.9903)  0.117
H (-1.5519, 1.5442, -3.7077)  0.080
H (-0.9815, -0.0486, -4.2403)  0.071
H (-1.0332, 0.3601, -2.5167)  0.046
H (-7.5825, 2.6678, -1.9471)  0.103
H (-7.9070, 0.9478, -1.9282)  0.119
H (-7.0699, 2.5291, -4.4154)  0.064
H (-8.6905, 1.9256, -4.0574)  0.079
H (-7.3613, 0.7940, -4.3657)  0.086

- energy above the lowest of the compared OMol25 structures with the same formula, charge and spin (eV) = 0.000
- E (hartree) = -2201.142658
- LUMO (eV) = 2.05
- HOMO (eV) = -3.86
- charge = -1


No. 8
Molecular formula: C4H6LiNaO
Method: DFT, wB97M-V/def2-TZVPD

Each line ends with the Mulliken spin population.
Positions of all 13 atoms, in Å:
C (-0.7825, -1.3541, 1.2678)  0.032
C (-0.5043, -0.1214, 0.7989)  0.016
H (-0.4576, -1.6660, 2.2651)  0.000
H (-1.2612, -2.1097, 0.6398)  0.002
H (-0.0377, 0.6547, 1.4201)  -0.018
H (-0.8112, 0.1696, -0.2104)  0.001
Li (-2.5821, 0.1180, 2.0132)  0.002
O (1.4771, 1.5654, 2.7703)  -0.009
C (2.3922, 1.2835, 1.8956)  -0.139
C (2.4960, 0.2345, 1.0570)  0.987
Na (1.4596, 3.1008, 4.2310)  0.005
H (3.1908, 0.0124, 0.2473)  0.061
H (3.1662, 2.0679, 1.6933)  0.060

- energy above the lowest of the compared OMol25 structures with the same formula, charge and spin (eV) = 0.433
- E (hartree) = -400.734488
- 2S+1 = 2
- LUMO (alpha / beta) (eV) = -4.52 / -4.55
- HOMO (alpha / beta) (eV) = -10.05 / -9.61
- charge = +1
- expectation value of S² = 0.762


No. 9
Molecular formula: C5H13NO2
Method: DFT, wB97M-V/def2-TZVPD

Each line ends with the natural charge from an NBO analysis.
Positions of all 21 atoms, in Å:
C (-0.1997, -1.0936, -0.2062)  0.046
C (-1.7868, -0.1907, 0.1508)  -0.011
C (-0.0855, -2.0532, 0.9695)  -0.653
O (-0.4580, -1.7244, -1.4448)  -0.739
O (-1.7864, 0.5184, 1.2600)  -0.801
H (-1.3080, -2.1832, -1.3899)  0.461
H (-0.7808, 1.3089, 1.3106)  0.471
H (0.7773, -0.6443, -0.3650)  0.149
H (-1.9418, 0.3675, -0.7880)  0.118
H (-2.4276, -1.0846, 0.2010)  0.143
H (-0.9591, -2.7066, 1.0229)  0.202
H (0.8090, -2.6761, 0.8937)  0.201
H (-0.0376, -1.4783, 1.8968)  0.221
C (1.8641, 1.6426, -1.0221)  -0.704
C (0.5405, 1.7300, -0.3465)  0.255
N (0.3577, 1.8437, 0.9314)  -0.659
H (1.1690, 1.6817, 1.5207)  0.370
H (-0.3390, 1.8549, -0.9652)  0.202
H (2.1323, 2.6202, -1.4284)  0.251
H (2.6537, 1.3193, -0.3420)  0.225
H (1.8069, 0.9479, -1.8593)  0.251

- energy above the lowest of the compared OMol25 structures with the same formula, charge and spin (eV) = 3.694
- E (hartree) = -403.440858
- LUMO (eV) = 0.41
- HOMO (eV) = -7.79